ORCA calculation (ωB97M-V/def2-TZVPD) on a molecular structure, BrCdH10O5.

Structure (XYZ):
```
17
Properties=species:S:1:pos:R:3
Cd -2.70826 2.03029 0.36907
Br -0.67016 0.59135 -0.03416
O 1.72635 -1.74248 1.31851
H 0.90133 -1.45263 0.92921
H 2.38129 -1.13670 0.97164
O 2.05470 2.03000 -1.60452
H 2.29423 1.51076 -2.37213
H 1.30255 1.57160 -1.22988
O -1.90105 -2.46339 0.84096
H -1.56134 -1.66391 0.43889
H -2.18891 -2.19032 1.71205
O 1.14809 3.27689 2.03664
H 0.71522 2.93325 2.81816
H 1.02324 2.59694 1.37457
O -1.77811 -1.74385 -2.69614
H -1.65680 -2.69058 -2.76837
H -1.08237 -1.45720 -2.10451
```

Properties
* ΔE to the lowest compared entry with this formula, charge and spin: 91.9 kcal/mol
* lowest unoccupied orbital energy: -9.5 eV
* charge: +1